The following is a DFT calculation (ωB97M-V/def2-TZVPD) of C36H103F2N10O15PbS2 as an isolated structure at a distorted geometry.

XYZ file:
```
169
Properties=species:S:1:pos:R:3:forces:R:3
Pb 2.799375 -2.262816 0.211502 1.01 0.04 0.17
N 1.198875 -0.394218 -0.026936 -0.98 2.95 -0.54
S -0.162018 -0.075350 -0.847192 -0.85 -4.55 -2.89
O -0.072751 0.826418 -1.948403 1.41 -0.13 1.15
O -1.391756 -0.225830 -0.137308 3.14 2.84 1.25
F -0.089587 -1.534921 -1.566029 0.14 0.56 0.14
S 1.462272 1.109951 0.561886 2.49 -0.16 3.62
O 0.524670 1.455359 1.580365 -0.58 0.33 -1.18
O 2.092749 2.089163 -0.260144 -0.68 -0.71 -0.09
F 2.671982 0.599266 1.474518 0.32 0.01 -0.16
O 4.770756 -1.041833 1.758134 -0.16 -0.34 0.14
H 4.710469 -1.153853 2.733385 0.26 0.37 -0.22
H 4.991133 -0.107889 1.622757 -0.12 -0.19 -0.08
O 4.805297 1.674007 -0.210473 0.01 0.43 0.60
H 3.956012 2.131659 -0.057823 0.37 -0.20 -0.24
H 5.467088 2.222826 0.232276 -0.04 -0.15 -0.20
C -0.596581 -2.503634 3.688064 0.61 -0.29 -0.33
C 0.580162 -2.973197 2.819865 0.17 -0.45 0.55
C 0.107735 -3.628948 1.524780 0.59 -0.51 1.27
O 1.172804 -4.317099 0.863810 0.24 0.62 -0.09
C 1.488998 -5.589143 1.446662 0.05 0.15 -1.01
N 1.583443 -1.913439 2.541460 -0.86 0.11 0.26
H -1.153505 -3.350761 4.089948 -0.31 -0.09 -0.54
H -1.188089 -1.859450 3.036143 -0.47 0.21 0.57
H -0.237035 -2.023330 4.598877 0.06 0.42 -0.38
H 1.108021 -3.731345 3.406195 0.10 -0.08 -0.16
H -0.360693 -2.920926 0.836925 0.47 0.09 0.00
H -0.642644 -4.383335 1.787199 0.24 0.25 0.18
H 0.638843 -6.230665 1.220257 0.11 -0.31 0.53
H 1.772193 -5.531154 2.493668 -0.31 0.01 0.17
H 2.350895 -5.962633 0.895424 0.00 -0.03 -0.01
H 1.982784 -1.680836 3.451424 0.06 0.13 -0.40
H 1.054449 -1.074912 2.291419 0.08 -0.05 0.05
C -3.422631 2.200020 1.703991 -0.02 0.23 0.22
C -3.977238 1.410159 2.879632 -1.29 -0.08 -0.88
C -4.150727 -0.071389 2.568736 0.22 0.71 0.65
O -4.915413 -0.588570 3.642664 0.01 -0.03 -0.35
C -5.369387 -1.902895 3.402776 0.56 -0.09 0.06
N -3.293854 1.674124 4.142051 -0.19 0.19 0.21
H -4.168992 2.278526 0.908871 -0.11 -0.19 0.23
H -2.517144 1.830755 1.216780 0.11 -0.16 0.46
H -3.251048 3.229483 2.035506 0.16 -0.11 0.02
H -5.028402 1.735879 2.929131 0.02 0.15 0.27
H -3.152331 -0.520798 2.453669 -0.13 -0.41 0.14
H -4.730329 -0.202913 1.650232 0.23 0.11 -0.21
H -4.561241 -2.575540 3.703809 -0.24 -0.42 0.02
H -5.588498 -2.089080 2.347243 -0.04 0.14 -0.05
H -6.271887 -2.072137 3.979884 0.02 -0.07 0.19
H -3.784379 1.173608 4.884142 0.16 -0.28 -0.26
H -3.529389 2.641539 4.371791 0.47 -0.05 -0.08
C -1.916579 1.259475 -4.062188 -0.12 2.28 0.28
C -2.936211 1.094647 -2.927655 -0.09 -0.05 -1.20
C -2.588780 1.730004 -1.597980 -0.82 1.54 0.72
O -2.432090 3.145343 -1.788660 0.38 -0.24 -1.33
C -2.249815 3.920848 -0.645983 1.13 0.24 -0.12
N -4.226488 1.573309 -3.414841 -0.36 -0.15 -0.29
H -2.310802 0.908844 -5.011845 -0.07 -0.01 0.42
H -0.945646 0.848099 -3.791646 -0.34 0.05 -0.48
H -1.776480 2.336141 -4.230190 0.18 -0.01 0.19
H -3.020944 0.005671 -2.880090 -0.32 0.17 1.03
H -1.725630 1.300127 -1.073573 -1.96 1.49 -0.57
H -3.524343 1.738709 -1.009637 0.43 -1.08 0.25
H -1.224763 3.809828 -0.253155 -0.17 -0.59 0.31
H -2.985683 3.725001 0.136682 0.13 0.44 -0.37
H -2.194417 4.957907 -0.978772 -0.72 0.11 0.06
H -4.975644 1.365470 -2.764774 0.07 -0.02 0.02
H -4.235732 2.575482 -3.567243 0.22 -0.03 0.09
C 0.306011 7.607986 5.434790 1.10 -0.29 0.41
C -0.740369 7.469343 4.353078 -0.88 0.43 0.75
C -0.822697 6.030644 3.826666 -0.37 1.09 0.20
O 0.330067 5.795593 3.048336 -0.59 -0.59 -0.13
C 0.158866 4.664409 2.213714 -0.32 0.34 -0.21
N -2.064227 7.853882 4.906774 -0.21 -0.28 -0.20
H 0.196967 6.837249 6.207402 -0.35 -0.01 -0.13
H 0.325147 8.555468 5.978105 -0.29 0.16 -0.34
H 1.326133 7.453518 5.068352 -0.18 0.05 -0.25
H -0.586878 8.137375 3.500635 0.65 -0.22 -0.01
H -1.768641 5.999192 3.266670 0.28 -0.26 -0.43
H -0.949012 5.317850 4.652416 0.27 -0.03 0.03
H -0.703105 4.774217 1.537829 0.10 0.32 0.10
H -0.066748 3.749171 2.771992 0.49 -0.03 0.13
H 1.051840 4.612790 1.592246 0.05 -0.40 0.14
H -2.014912 8.377832 5.768592 0.31 -0.11 0.09
H -2.553471 8.458128 4.258860 -0.06 -0.16 -0.04
C 3.786584 -2.065975 6.740739 -0.56 -0.42 -0.48
C 3.629561 -1.510759 5.334366 -0.02 1.15 -0.67
C 2.811767 -0.212119 5.262524 1.79 0.72 1.61
O 1.476095 -0.471281 5.504174 -0.67 -0.28 -0.11
C 0.573207 0.458131 4.945056 -0.16 0.88 -0.49
N 4.950036 -1.175915 4.728034 0.74 -1.46 0.86
H 4.508789 -1.519739 7.348129 -0.07 0.31 -0.15
H 4.156897 -3.089478 6.661880 -0.17 -0.09 0.24
H 2.813944 -2.036625 7.232428 0.10 -0.24 0.19
H 3.055200 -2.158350 4.665294 0.57 -0.73 0.32
H 3.066796 0.380620 4.375360 -0.56 -0.45 -0.48
H 3.237947 0.410350 6.070378 -0.26 0.22 0.04
H 0.815223 0.615541 3.883261 -0.33 -0.22 0.06
H 0.579575 1.475007 5.365850 0.43 -0.31 0.42
H -0.443139 0.099627 5.083919 0.07 -0.17 -0.18
H 5.476331 -2.058414 4.617151 -0.59 0.02 -0.53
H 5.509395 -0.908100 5.549328 -0.20 1.01 -0.47
C 4.274082 0.054109 -3.738059 0.38 -0.84 -0.28
C 3.498383 -0.812754 -2.727060 1.62 1.52 0.14
C 3.202478 -2.194343 -3.235432 -0.80 1.07 -1.15
O 2.400039 -2.820518 -2.248988 0.36 -0.47 0.16
C 1.803704 -4.030651 -2.669239 -1.16 -0.91 0.40
N 4.315780 -0.903769 -1.488821 -0.05 -0.01 0.80
H 4.635505 1.011697 -3.357474 -0.74 0.19 0.17
H 3.704657 0.148867 -4.664927 0.16 0.30 0.02
H 5.235478 -0.431641 -3.966122 -0.29 -0.30 -0.22
H 2.579653 -0.281771 -2.462416 -0.12 -0.26 -0.01
H 4.103390 -2.698961 -3.607083 0.05 -0.47 0.83
H 2.598986 -2.082700 -4.147492 -0.11 -0.01 0.11
H 2.499502 -4.870688 -2.602119 0.19 0.16 -0.67
H 1.265783 -3.910845 -3.613650 0.65 -0.06 -0.31
H 0.984169 -4.334640 -2.003235 0.27 0.58 0.38
H 4.483601 0.016185 -1.060170 -0.48 -0.03 -0.28
H 5.282067 -1.162105 -1.703670 -0.33 -0.47 -0.17
C -3.538309 -3.947328 -8.120854 0.18 -0.63 -0.14
C -2.361950 -3.653207 -7.217174 0.68 1.75 0.98
C -2.812642 -2.756442 -6.060592 -0.94 -0.87 0.78
O -1.772254 -2.582886 -5.121831 0.99 -0.24 -0.18
C -1.530305 -1.270003 -4.678944 -0.82 -0.91 0.05
N -1.693848 -4.846226 -6.694115 -0.05 -0.41 -0.54
H -4.263176 -4.557692 -7.578811 0.06 -0.08 -0.01
H -3.181410 -4.525919 -8.973810 -0.20 -0.01 -0.08
H -4.069102 -3.070701 -8.489459 0.26 0.21 0.04
H -1.597103 -3.006815 -7.680647 -0.25 -0.22 -0.61
H -3.621381 -3.271799 -5.517813 -0.06 -0.02 -0.11
H -3.255606 -1.813870 -6.393590 0.36 0.10 -0.23
H -0.662327 -1.272454 -4.022783 0.25 -0.14 -0.20
H -2.377910 -0.972901 -4.045875 0.27 -0.05 -0.55
H -1.399672 -0.565628 -5.503250 0.13 -0.43 0.02
H -1.273592 -4.691319 -5.787305 -0.20 0.34 0.08
H -0.910963 -5.043055 -7.309392 -0.16 -0.29 0.03
C 4.390416 4.873298 -4.745449 0.25 0.34 -0.01
C 4.413970 4.476896 -3.265233 0.28 0.75 -0.01
C 3.166205 3.844384 -2.682178 0.74 -0.17 0.36
O 2.004140 4.554254 -2.932311 -0.41 0.36 -0.77
C 0.943544 3.719919 -2.512596 0.12 -0.05 0.16
N 5.517660 3.573938 -2.904720 -0.05 -0.45 0.93
H 4.317883 5.961530 -4.752400 -0.01 -0.05 -0.36
H 3.595585 4.507133 -5.393117 -0.23 -0.32 0.43
H 5.328090 4.602850 -5.234847 0.06 0.02 0.11
H 4.538688 5.411176 -2.697524 -0.05 0.06 -0.21
H 3.298326 3.817454 -1.586568 0.19 -0.19 -0.03
H 3.092445 2.796339 -3.007094 -0.05 0.03 -0.20
H -0.040545 4.150607 -2.656294 0.08 0.41 -0.10
H 1.136117 3.511323 -1.456542 -0.64 -0.12 -0.20
H 1.001324 2.796410 -3.094982 -0.21 -0.18 0.17
H 5.571547 3.667218 -1.888524 0.08 -0.51 -0.18
H 6.457714 3.821241 -3.192986 -0.34 0.49 -0.58
C -2.058371 -6.526126 0.475545 0.87 1.18 -0.46
C -3.073123 -5.453298 0.070394 -0.60 -1.34 0.15
C -2.415159 -4.116047 -0.132613 -0.11 -0.17 -0.36
O -3.411634 -3.143087 -0.336306 -0.56 -0.62 0.52
C -2.894430 -1.895881 -0.665809 -0.42 -0.21 -0.07
N -3.759881 -5.883968 -1.160521 0.91 1.20 0.10
H -1.490008 -6.252067 1.372416 -0.70 -0.28 0.41
H -1.255460 -6.495735 -0.270778 -0.27 -0.55 -0.37
H -2.519366 -7.503263 0.541797 0.15 -0.16 0.10
H -3.802039 -5.362972 0.891167 0.13 0.28 0.05
H -1.788593 -4.110696 -1.038526 0.23 -0.36 0.02
H -1.755332 -3.954111 0.732537 -1.37 0.37 -0.74
H -2.160404 -1.489484 0.038662 -1.42 -2.14 0.09
H -3.704059 -1.167672 -0.694638 -0.20 -0.08 -0.02
H -2.409843 -1.895075 -1.650697 -0.09 -0.20 -0.06
H -4.231279 -5.037749 -1.474514 -0.42 -0.58 -0.29
H -4.392426 -6.655939 -1.028869 -0.26 0.10 0.14
```
Forces are in eV/Å.

Values from the calculation:
total charge: +1
gap between HOMO and LUMO: 6.83 eV
total energy: -116955.2826 eV